# 1
The following is a quantum chemistry calculation of a structure of composition C39H26F12IN6PS2Zr, from the Open Molecules 2025 dataset.

```
! wB97M-V def2-TZVPD RIJCOSX def2/J DEFGRID3
* xyz 2 1
Zr 1.52580 -0.78986 0.67165
C -0.05979 -4.47605 4.64957
C -0.62530 -4.14976 3.32157
N -1.55197 -4.79552 2.69454
N -1.73262 -4.12114 1.51953
C -0.93849 -3.06746 1.39444
S -0.86576 -1.88997 0.17290
N -0.21426 -3.07814 2.53665
N 0.71517 -2.06907 2.78428
H -0.57248 -5.35190 5.03819
H -0.19877 -3.65067 5.34929
H 1.00595 -4.70124 4.57874
H -2.43396 -4.43515 0.86511
H 0.33649 -1.41152 3.46504
H 1.56432 -2.47404 3.17055
S 4.44201 1.61755 3.31381
C 3.31494 0.72612 2.73388
N 2.42559 0.03241 2.28793
F -3.02938 4.62815 5.70311
C -2.88236 3.30068 5.68315
F -4.10522 2.75291 5.75985
F -2.20535 2.93925 6.77969
C -2.18336 2.84753 4.42280
C -2.55787 3.41038 3.20743
C -1.95180 2.98780 2.03974
C -0.97903 1.98612 2.07588
C -0.59700 1.45199 3.30048
C -1.19755 1.87874 4.47769
P -0.12922 1.49476 0.54805
C -1.41896 1.11842 -0.67739
C -1.03013 0.89949 -2.00177
C -1.96525 0.52632 -2.95183
C -3.29066 0.35195 -2.58044
C -3.68724 0.56004 -1.26865
C -2.75223 0.94114 -0.31761
C -4.31387 -0.02402 -3.62557
F -4.74264 1.05662 -4.28554
F -3.79434 -0.87345 -4.52881
F -5.37933 -0.62054 -3.07593
C 0.65273 3.04618 0.02295
C 1.72125 3.50704 0.78913
C 2.35702 4.69109 0.46120
C 1.92430 5.41376 -0.64150
C 0.85323 4.97006 -1.40182
C 0.21180 3.78649 -1.06909
C 2.59201 6.71588 -1.01618
F 1.81752 7.75851 -0.68551
F 2.81065 6.77801 -2.33706
F 3.76813 6.86691 -0.39643
H -3.31036 4.18743 3.18100
H -2.23117 3.44533 1.09830
H 0.22412 0.74761 3.34592
H -0.88780 1.47930 5.43354
H 0.00343 1.03567 -2.30111
H -1.66528 0.37683 -3.97991
H -4.72246 0.42338 -0.98738
H -3.07152 1.08689 0.70497
H 2.06293 2.94459 1.65117
H 3.18736 5.05000 1.05302
H 0.51843 5.54745 -2.25354
H -0.62790 3.45514 -1.66488
F -2.66596 -1.95463 -7.02423
C -1.58673 -1.20235 -6.81428
F -0.83183 -1.22992 -7.91763
F -1.99652 0.07008 -6.63991
C -0.80142 -1.65290 -5.60466
C 0.41694 -1.03188 -5.35353
C 1.14153 -1.37413 -4.22898
C 0.63795 -2.34152 -3.35338
C -0.58037 -2.96857 -3.61780
C -1.30062 -2.62220 -4.74881
C 1.40896 -2.72092 -2.21085
C 2.06819 -3.03837 -1.24986
H 0.79963 -0.29290 -6.04564
H 2.10207 -0.91728 -4.03446
H -0.94998 -3.73093 -2.94564
H -2.24455 -3.10109 -4.96673
I 2.97045 0.53485 -1.16511
C 2.95922 -3.43107 -0.20022
C 3.77633 -4.55042 -0.28493
C 4.65891 -4.80696 0.74899
C 4.70924 -3.94013 1.83593
C 3.86211 -2.85384 1.85660
N 2.98494 -2.60641 0.86891
H 3.72174 -5.18305 -1.15898
H 5.31501 -5.66589 0.70297
H 5.40532 -4.09606 2.64745
H 3.88691 -2.13392 2.66600
*
```

Values from the calculation:
- ΔE to the lowest compared entry with this formula, charge and spin: 3.8 kcal/mol
- HOMO: -14.1382 eV
- Lowest unoccupied orbital energy: -6.8068 eV

***

# 2
The following is a quantum chemistry calculation of a structure of composition C39H28Br2Cl3EuF6N7O10S2 in a non-equilibrium geometry, from the Open Molecules 2025 dataset.

```
! wB97M-V def2-TZVPD RIJCOSX def2/J DEFGRID3
* xyz -1 7
Eu -1.21167 -0.03649 0.54971
O 3.97833 1.54181 2.59541
C 4.15173 0.36031 1.93661
C 5.38903 -0.26269 2.08331
C 5.66293 -1.44769 1.42941
C 4.71363 -2.02679 0.60501
C 3.48963 -1.40419 0.44671
C 3.18723 -0.22109 1.10941
C 1.79643 0.37791 0.91181
O 0.81943 -0.50589 0.78731
N 1.89893 1.23461 -0.32139
N 0.82543 1.55441 -0.97969
C 0.89713 2.30261 -2.02669
C -0.24337 2.75941 -2.74479
Br -1.97017 2.19891 -2.05229
C -0.23337 3.52581 -3.85589
C 0.92393 4.15141 -4.47499
C 0.99993 4.18461 -5.86969
C 2.06163 4.79191 -6.51119
C 3.06753 5.39531 -5.77409
C 2.98633 5.40361 -4.39119
C 1.92843 4.79021 -3.74469
H 3.04813 1.80491 2.56901
H 6.12333 0.20511 2.72041
H 6.63143 -1.90879 1.55201
H 4.92173 -2.95819 0.09931
H 2.72963 -1.82599 -0.19159
H 1.58553 1.11591 1.74071
H 2.80933 1.60651 -0.60149
H 1.86813 2.62421 -2.41329
H -1.17027 3.69931 -4.36109
H 0.21513 3.72091 -6.44869
H 2.10613 4.81081 -7.59099
H 3.89273 5.88331 -6.27379
H 3.74973 5.90801 -3.81529
H 1.85253 4.84431 -2.66919
O -3.80037 -3.41339 2.03771
C -3.07457 -3.63599 3.14751
C -3.09227 -4.89989 3.73831
C -2.36367 -5.14549 4.88221
C -1.60637 -4.14089 5.46961
C -1.57337 -2.89029 4.89351
C -2.29977 -2.62159 3.73401
C -2.16197 -1.30969 3.07371
O -2.89767 -0.97779 2.05631
N -1.27107 -0.51229 3.60911
N -1.03417 0.62321 2.87941
C -0.51027 1.60881 3.52491
C -0.22757 2.86631 2.90531
C 0.29273 3.91391 3.67011
C 0.55303 5.14831 3.12271
C 0.26783 5.37141 1.77591
C -0.26637 4.37181 0.99971
C -0.53207 3.07921 1.51991
O -1.04237 2.16831 0.76571
H -3.61037 -2.47829 1.76921
H -3.67377 -5.67639 3.26851
H -2.37197 -6.13379 5.31741
H -1.03387 -4.34199 6.36231
H -0.98077 -2.09169 5.31381
H -0.30697 1.49951 4.59351
H 0.47813 3.74381 4.72221
H 0.96583 5.93781 3.73291
H 0.45723 6.34311 1.33781
H -0.51607 4.54331 -0.04019
O -1.48597 -1.51249 -6.00289
C -1.35347 -1.29849 -4.68149
C -0.11767 -1.08029 -4.07419
C -0.07927 -0.79549 -2.72519
N -1.16657 -0.72639 -1.96369
C -2.31847 -1.02319 -2.54059
Br -3.80597 -1.00069 -1.38229
C -2.49487 -1.26409 -3.88529
H -0.61707 -1.48049 -6.42479
H 0.79583 -1.11699 -4.64939
H 0.86023 -0.61269 -2.22479
H -3.46727 -1.43009 -4.31149
F 1.86213 -3.78659 1.61111
C 0.63113 -3.29619 1.79321
F -0.05637 -4.22839 2.45641
F 0.72563 -2.24399 2.59791
S -0.22517 -3.03919 0.13731
O -1.33467 -2.16169 0.38081
O 0.73703 -2.65249 -0.83989
N -0.69377 -4.53149 -0.05109
S -1.51517 -4.70959 -1.37639
O -1.75187 -3.46759 -2.06129
O -2.58777 -5.64169 -1.29449
C -0.28707 -5.60199 -2.51129
F 0.37043 -6.56989 -1.86939
F 0.63013 -4.79429 -3.05339
F -0.93287 -6.17519 -3.53729
Cl -3.97047 1.42191 4.11821
C -4.98927 1.13111 2.69071
Cl -6.26457 2.36631 2.56921
Cl -5.72547 -0.48039 2.74201
C -4.15177 1.25451 1.53311
N -3.46917 1.40051 0.62371
*
```

Values from the calculation:
- HOMO (spin up / spin down): -2.3062 / -5.2987 eV
- Lowest unoccupied orbital energy (spin up / spin down): 1.9516 / 0.0690 eV

***

# 3
The following is a quantum chemistry calculation of a structure of composition C39H28Cl3CoN6O7, from the Open Molecules 2025 dataset.

```
! wB97M-V def2-TZVPD RIJCOSX def2/J DEFGRID3
* xyz 0 5
Co 0.18133 0.69807 -0.69222
C 4.00131 0.78321 1.39891
C 2.62738 0.94760 0.84703
N 1.87339 -0.14853 0.30429
N 1.74197 -2.04966 -1.25814
C 0.54299 -1.86859 -1.67954
O -0.26525 -0.85269 -1.55639
C -0.06265 -2.99518 -2.46165
C 0.63020 -4.19022 -2.62234
C 0.06674 -5.22870 -3.34410
C -1.18986 -5.08094 -3.91816
C -1.87600 -3.88427 -3.77568
C -1.31120 -2.84387 -3.05203
C 1.97066 2.20083 0.86998
C 2.52627 3.36304 1.43293
C 1.77418 4.51652 1.48831
C 0.47030 4.51143 1.00339
C -0.01606 3.35146 0.42277
N 0.72316 2.25198 0.33380
H 4.25910 -0.26442 1.51596
H 4.08442 1.26399 2.37534
H 4.75450 1.23600 0.74441
H 1.60687 -4.29107 -2.16797
H 0.61009 -6.15688 -3.46122
H -1.62865 -5.89503 -4.48012
H -2.84870 -3.75568 -4.23090
H -1.82437 -1.89987 -2.96719
H 3.53316 3.33773 1.81991
H 2.19588 5.41797 1.91086
H -0.15611 5.38940 1.04445
H -1.00435 3.29184 -0.01278
O 1.96281 5.00423 -3.92547
C 2.98365 4.26463 -3.53955
O 4.12594 4.63732 -3.62039
C 2.66874 2.90575 -2.98642
C 3.60536 1.96439 -2.58918
Cl 5.29433 2.08045 -2.60512
N 2.94967 0.88360 -2.08141
N 1.62434 1.12671 -2.09716
C 1.44132 2.31836 -2.63080
C 0.00025 2.77241 -2.64267
O -0.29159 3.81179 -3.23609
O -0.77014 2.01627 -1.98372
C 3.44268 -0.35374 -1.59714
C 4.56994 -0.91634 -2.11359
C 5.17064 -2.01886 -1.48662
C 4.66018 -2.50554 -0.25820
C 3.49604 -2.02872 0.22674
C 2.60342 -1.10260 -0.58085
H 1.06893 4.58140 -3.73594
H 5.03690 -0.48452 -2.98505
H 6.05691 -2.45653 -1.92145
H 5.20048 -3.27160 0.28133
H 3.05191 -2.42191 1.13376
H 1.40701 -0.65599 1.06433
Cl -3.02962 -2.35821 1.23435
C -3.97724 -1.01636 0.67351
C -3.88059 -0.65782 -0.65804
C -4.68082 0.34777 -1.16787
C -5.58247 0.99247 -0.33427
C -5.62660 0.66163 1.00534
Cl -6.73428 1.51275 2.04719
C -4.80440 -0.32595 1.56490
N -4.85787 -0.59509 2.92124
C -3.80504 -0.90663 3.80511
C -4.11353 -1.76315 4.86206
C -3.17198 -2.09007 5.81640
C -1.88587 -1.57251 5.71743
C -1.58362 -0.71534 4.67602
C -2.52701 -0.35682 3.71287
C -2.14698 0.67362 2.67382
C -1.00377 0.26148 1.76961
O 0.05211 -0.15448 2.23357
O -1.22436 0.45240 0.49614
H -3.16108 -1.17104 -1.27514
H -4.60088 0.63059 -2.20749
H -6.23618 1.76718 -0.70868
H -5.74661 -0.42021 3.36265
H -5.11054 -2.18345 4.91011
H -3.43821 -2.75524 6.62695
H -1.13157 -1.82547 6.44943
H -0.59068 -0.29561 4.59179
H -1.76281 1.55283 3.20414
H -2.98797 1.00428 2.07562
*
```

Values from the calculation:
- HOMO (spin up / spin down): -7.8161 / -7.8184 eV
- Lowest unoccupied orbital energy (spin up / spin down): -1.6709 / -2.0130 eV

***

# 4
The following is a quantum chemistry calculation of a structure of composition C39H29AsF3N3O2PdS2 in a non-equilibrium geometry, from the Open Molecules 2025 dataset.

```
! wB97M-V def2-TZVPD RIJCOSX def2/J DEFGRID3
* xyz 0 3
Pd 0.31824 0.06468 0.24340
F -1.18183 6.19383 -0.87792
C -0.92783 5.07600 -0.16143
F -1.87108 5.00970 0.79532
F 0.25268 5.27094 0.45130
C -0.91082 3.86329 -1.04557
C -1.18569 3.98838 -2.39194
C -1.11459 2.86817 -3.21390
C -0.71468 1.67526 -2.65093
N -0.46974 1.53024 -1.35010
C -0.60570 2.58722 -0.51952
S -0.42663 2.23871 1.14819
H -1.45057 4.95432 -2.79839
H -1.35719 2.93171 -4.26426
H -0.58484 0.78967 -3.26165
O 1.90682 -1.79941 3.91928
S 1.92951 -1.72475 2.48379
O 2.84379 -0.77017 1.90477
N 0.49246 -1.43477 1.81905
C -0.66046 -1.95889 2.35360
C -0.74218 -2.89985 3.37025
C -1.98360 -3.29964 3.88277
C -3.15666 -2.77012 3.41936
C -3.12598 -1.83979 2.36238
C -4.28364 -1.25195 1.81133
C -4.17025 -0.41168 0.74002
C -2.89899 -0.14620 0.21261
N -1.79732 -0.64962 0.71932
C -1.88137 -1.47046 1.79382
C 2.33729 -3.36551 1.89912
C 2.94028 -4.26900 2.75978
C 3.15495 -5.56988 2.33107
C 2.76722 -5.95357 1.05518
C 2.16051 -5.04307 0.20136
C 1.94237 -3.74241 0.62455
H 0.16883 -3.29608 3.79068
H -2.00791 -4.03380 4.67811
H -4.10937 -3.05983 3.84430
H -5.25073 -1.46954 2.24813
H -5.03726 0.04643 0.28451
H -2.78652 0.49560 -0.65321
H 3.21942 -3.93795 3.75178
H 3.60764 -6.29552 2.99426
H 2.93436 -6.97030 0.72259
H 1.84897 -5.35611 -0.78705
H 1.45842 -3.01347 -0.01207
C 5.79273 -3.17176 -1.18005
C 5.96843 -2.14425 -0.26391
C 5.05533 -1.10495 -0.20000
C 3.95265 -1.08110 -1.05089
C 3.78991 -2.10966 -1.97150
C 4.70765 -3.14743 -2.03980
As 2.58362 0.30839 -0.82948
C 2.53829 0.93812 -2.70336
C 1.90193 0.10933 -3.62775
C 1.85099 0.43899 -4.97250
C 2.41686 1.62726 -5.41218
C 3.00152 2.48725 -4.49524
C 3.05561 2.14954 -3.14930
C 3.63842 1.70778 0.01636
C 4.85391 2.14254 -0.51276
C 5.56451 3.15409 0.11309
C 5.07646 3.73854 1.27376
C 3.89086 3.28432 1.82842
C 3.18503 2.26658 1.20283
H 6.50323 -3.98743 -1.22701
H 6.81480 -2.15148 0.41119
H 5.18080 -0.31860 0.52951
H 2.94518 -2.10264 -2.64939
H 4.56654 -3.94696 -2.75622
H 1.42452 -0.80089 -3.27772
H 1.36997 -0.22771 -5.67732
H 2.39378 1.88404 -6.46341
H 3.42243 3.42762 -4.82801
H 3.49498 2.84354 -2.44655
H 5.25121 1.67883 -1.40793
H 6.50594 3.48629 -0.30634
H 5.63238 4.53605 1.75035
H 3.50806 3.70903 2.74704
H 2.28632 1.88546 1.65481
*
```

Values from the calculation:
- ΔE to the lowest compared entry with this formula, charge and spin: 3.9 kcal/mol
- HOMO (spin up / spin down): -7.5654 / -7.6472 eV
- Lowest unoccupied orbital energy (spin up / spin down): 0.1069 / -1.5336 eV